*one*
The following is a DFT calculation (ωB97M-V/def2-TZVPD) of a 10-piece molecular cluster, H20O10 overall.

```
30
H20O10, DFT ωB97M-V/def2-TZVPD
O -0.42 -0.08 -0.12
H 0.56 -0.13 -0.01
H -0.62 0.86 -0.20
O -0.04 -2.53 -2.76
H -0.03 -2.17 -3.69
H -0.74 -2.11 -2.38
O -3.97 -2.33 -1.14
H -3.67 -1.73 -1.92
H -4.44 -1.67 -0.61
O -1.10 2.85 -0.37
H -0.79 3.67 0.12
H -1.91 2.57 0.07
O 2.14 -3.99 -0.33
H 2.22 -4.72 -0.99
H 1.26 -4.03 -0.11
O 2.35 3.58 0.42
H 1.56 4.01 0.77
H 2.28 4.11 -0.45
O 1.74 -2.27 2.44
H 1.48 -1.50 3.08
H 1.84 -1.97 1.56
O -2.15 -0.09 -1.65
H -2.10 0.65 -0.97
H -2.97 0.03 -2.17
O 4.49 0.14 0.43
H 4.41 0.25 -0.47
H 3.56 0.31 0.64
O -1.89 2.93 3.34
H -2.15 2.64 4.21
H -0.93 2.71 3.25
```

Its HOMO-LUMO gap is 10.46 eV. As for the LUMO energy: -0.465 eV. The HOMO energy is -10.93 eV. As for the SMILES: O.O.O.O.O.O.O.O.O.O.

Here are the Löwdin charges for atoms 1 to 8, given in e: atom 1 (O): -0.07, atom 2 (H): 0.06, atom 3 (H): -0.02, atom 4 (O): -0.03, atom 5 (H): 0.08, atom 6 (H): -0.06, atom 7 (O): -0.10, atom 8 (H): 0.05

=====

*two*
The following is a DFT calculation (ωB97M-V/def2-TZVPD) of a 10-piece molecular cluster, H20O10 overall.

```
30
H20O10, DFT ωB97M-V/def2-TZVPD
O 0.11 0.36 1.51
H 0.97 0.62 1.17
H -0.49 0.46 0.75
O 0.90 1.58 -0.69
H 0.94 2.51 -0.95
H -0.04 1.42 -0.56
O -2.35 1.28 -3.53
H -1.41 1.06 -3.53
H -2.79 0.43 -3.67
O 1.89 2.43 3.75
H 1.05 1.98 3.87
H 2.49 1.99 4.37
O 2.34 -3.45 0.32
H 2.16 -2.69 0.88
H 2.30 -3.10 -0.57
O -1.40 -4.22 1.65
H -1.10 -4.73 0.89
H -1.10 -3.32 1.47
O -0.29 2.16 -2.13
H 0.59 2.23 -2.50
H -0.82 2.78 -2.64
O -0.45 -1.63 -0.98
H -1.22 -1.29 -0.50
H -0.15 -0.87 -1.50
O 3.90 0.12 -0.08
H 3.81 0.95 -0.57
H 3.13 0.11 0.50
O -3.96 0.14 1.16
H -4.20 1.01 0.83
H -4.81 -0.32 1.24
```

Its HOMO-LUMO gap is 10.61 eV. As for the LUMO energy: -0.356 eV. The HOMO energy is -10.96 eV. As for the SMILES: O.O.O.O.O.O.O.O.O.O.

Here are the Löwdin charges for atoms 1 to 8, given in e: atom 1 (O): -0.06, atom 2 (H): 0.01, atom 3 (H): 0.00, atom 4 (O): -0.11, atom 5 (H): 0.07, atom 6 (H): 0.04, atom 7 (O): -0.06, atom 8 (H): 0.01

=====

What are the relative energies? In eV: *one* 0.000; *two* 0.158.